Record 1
Entry from the Open Molecules 2025 dataset: a molecular structure, C50H41BrIN6O2SSiTa (wB97M-V/def2-TZVPD).

ORCA input file:
```
! RIJCOSX wB97M-V def2-TZVPD def2/J DEFGRID3
* xyz 0 1
Ta 0.6914 -0.4130 0.9929
N 2.2421 -3.5266 3.6715
C 1.8287 -2.3474 3.1355
S 2.7411 -1.6882 1.7933
N 0.8490 -1.7023 3.6767
N 0.5262 -0.5491 3.0205
C 0.1365 0.5245 3.7535
C -0.0969 0.4355 5.2091
C 0.6160 1.2425 6.0931
C 0.3725 1.1772 7.4565
C -0.5848 0.3038 7.9499
C -1.2780 -0.5240 7.0773
C -1.0316 -0.4660 5.7156
C 0.0460 1.6888 3.0091
C -0.3162 2.9652 3.5259
C -0.3183 4.0612 2.7298
C 0.0032 3.9048 1.3491
C 0.2997 2.6738 0.8746
N 0.3603 1.5373 1.6497
H 2.8510 -4.0955 3.1138
H 1.6000 -3.9963 4.2877
H 1.3723 1.9155 5.7082
H 0.9318 1.8083 8.1355
H -0.7921 0.2696 9.0118
H -2.0209 -1.2121 7.4604
H -1.5672 -1.1082 5.0286
H -0.5778 3.0248 4.5725
H -0.5748 5.0370 3.1180
H -0.0251 4.7542 0.6820
H 0.5081 2.5349 -0.1797
C -1.3560 -0.9767 1.0025
C -2.4590 -1.4826 1.0814
C -3.7626 -2.0458 1.2328
C -4.7467 -1.3367 1.9283
C -5.9901 -1.9051 2.1446
C -6.2662 -3.1797 1.6690
C -5.2963 -3.8840 0.9695
C -4.0498 -3.3231 0.7459
H -4.5178 -0.3467 2.3005
H -6.7435 -1.3588 2.6973
H -7.2362 -3.6256 1.8472
H -5.5127 -4.8809 0.6071
H -3.2870 -3.8723 0.2100
C -1.0171 0.6556 -2.0072
H -1.3277 -0.0449 -1.2305
H -0.0623 1.1043 -1.7219
H -0.8383 0.0840 -2.9201
C -6.4054 -0.2033 -2.9509
C -5.2801 -0.9099 -2.5530
C -4.0537 -0.2671 -2.4695
C -3.9264 1.0906 -2.7743
C -5.0656 1.7760 -3.2010
C -6.2926 1.1377 -3.2909
Si -2.3250 1.9803 -2.3277
C -1.4652 3.0644 -3.6092
C -1.6116 2.8172 -4.9744
C -0.7800 3.4227 -5.9054
C 0.2107 4.2972 -5.4854
C 0.3383 4.5947 -4.1355
C -0.4884 3.9787 -3.2086
C -2.7729 2.9574 -0.7829
C -2.9980 2.2659 0.4106
C -3.4125 2.9301 1.5529
C -3.6283 4.3010 1.5164
C -3.4261 5.0011 0.3359
C -2.9889 4.3347 -0.8007
H -7.3690 -0.6947 -2.9933
H -5.3620 -1.9565 -2.2867
H -3.1859 -0.8322 -2.1496
H -4.9935 2.8274 -3.4598
H -7.1695 1.6914 -3.6023
H -2.3798 2.1286 -5.3111
H -0.9003 3.2023 -6.9588
H 0.8873 4.7385 -6.2060
H 1.0886 5.3040 -3.8083
H -0.3680 4.2011 -2.1522
H -2.8552 1.1901 0.4446
H -3.5764 2.3797 2.4716
H -3.9669 4.8260 2.4011
H -3.6130 6.0676 0.2995
H -2.8317 4.8886 -1.7206
I 5.8104 1.0974 -3.0884
C 4.3941 1.3618 -1.5984
C 4.2936 2.4328 -0.7400
N 3.2344 2.1831 0.0489
N 2.6476 1.0217 -0.2511
C 3.3414 0.5028 -1.2519
H 4.8991 3.3174 -0.6472
H 2.8568 2.7532 0.7897
H 3.0681 -0.4448 -1.6820
Br 2.8550 -7.1700 -2.2726
C 2.1740 -5.4427 -2.6590
C 2.0968 -5.0186 -3.9757
C 1.6158 -3.7469 -4.2546
C 1.2210 -2.9090 -3.2249
C 1.2907 -3.3583 -1.9107
C 1.7679 -4.6294 -1.6180
C 0.9290 -2.4539 -0.7828
O 0.5812 -2.8909 0.3196
O 1.0490 -1.1886 -0.9754
H 2.4114 -5.6724 -4.7773
H 1.5616 -3.4176 -5.2838
H 0.8561 -1.9088 -3.4178
H 1.8188 -4.9473 -0.5861
*
```

Computed properties:
- HOMO-LUMO gap: 5.95 eV
- LUMO: -0.37 eV
- Energy above the lowest of the compared OMol25 structures with the same formula, charge and spin: 21.9 kcal/mol


Record 2
Entry from the Open Molecules 2025 dataset: a molecular structure, C50H41CoN6 (wB97M-V/def2-TZVPD).

ORCA input file:
```
! RIJCOSX wB97M-V def2-TZVPD def2/J DEFGRID3
* xyz 2 5
Co -0.0580 -0.1748 -0.3844
C -5.6739 -5.6106 -0.7494
C -5.9433 -4.3465 -1.2726
C -5.0058 -3.3560 -1.2599
C -3.7384 -3.6014 -0.6597
C -3.4824 -4.8166 -0.0378
C -4.4272 -5.8618 -0.1662
C -2.5936 -2.6051 -0.5804
C -2.9384 -1.2979 -0.3225
C -4.1469 -0.8124 0.1614
C -4.1538 0.5510 -0.0332
C -2.8524 0.9230 -0.5746
C -2.4868 2.2487 -1.0134
C -3.5663 3.2476 -1.2902
C -3.3458 4.5928 -0.9013
C -4.3743 5.5759 -1.1010
C -5.5181 5.1560 -1.6573
C -5.7629 3.8170 -2.0137
C -4.7238 2.8748 -1.8909
C -1.1184 2.5010 -1.2495
N 0.0329 1.6890 -1.0576
C 1.1137 2.4581 -1.5102
C 2.4709 2.1279 -1.3221
C 3.5845 3.1012 -1.4343
C 3.4220 4.4202 -0.9129
C 4.4547 5.3196 -1.0016
C 5.6245 5.0061 -1.6590
C 5.7416 3.7828 -2.2014
C 4.7603 2.7980 -2.0691
C 2.8351 0.8710 -0.7757
C 4.1758 0.4845 -0.3752
C 4.1246 -0.8189 -0.0066
C 2.7893 -1.2633 -0.0752
N 1.9861 -0.1816 -0.4692
C 2.3752 -2.6331 -0.1438
C 1.0022 -2.9547 -0.3694
C 0.6569 -4.2468 -0.7349
C -0.7264 -4.2775 -0.9739
C -1.2134 -2.9197 -0.6411
N -0.1036 -2.1435 -0.2208
C 3.4027 -3.6641 -0.1629
C 4.2878 -3.7725 0.9373
C 5.2211 -4.7998 0.9172
C 5.3484 -5.6912 -0.1111
C 4.6194 -5.4943 -1.2808
C 3.6538 -4.5046 -1.2747
C 0.6233 3.6875 -2.0783
C -0.6945 3.8025 -1.7892
N -2.0432 -0.2239 -0.6181
H -6.4286 -6.4343 -0.9757
H -6.9455 -4.0928 -1.6461
H -5.0821 -2.4451 -1.8515
H -2.6904 -4.8662 0.6696
H -4.1421 -6.8774 0.2239
H -5.0857 -1.3728 0.4018
H -4.9849 1.2755 0.0807
H -2.4196 4.8758 -0.4267
H -4.0469 6.5978 -1.0076
H -6.3306 5.8118 -1.8349
H -6.7069 3.4887 -2.4248
H -4.7629 1.8380 -2.2410
H 2.4942 4.7786 -0.4714
H 4.3532 6.2586 -0.4543
H 6.3583 5.7615 -2.0011
H 6.5628 3.4576 -2.7918
H 4.9755 1.7701 -2.4541
H 5.0504 1.0658 -0.3566
H 4.9158 -1.5472 0.1533
H 1.1985 -5.1897 -0.8758
H -1.3374 -5.1022 -1.2282
H 4.1463 -3.1391 1.8077
H 6.0285 -4.7698 1.6227
H 6.0979 -6.5146 -0.0783
H 4.7652 -6.0508 -2.1643
H 3.0783 -4.3905 -2.2046
H 1.2610 4.3747 -2.6661
H -1.3073 4.6880 -1.7905
C 0.3467 2.4428 3.5082
C 0.0226 2.1088 2.0169
N 0.0094 0.5521 1.7618
C 1.2443 -0.1002 2.3617
C 1.3924 0.1803 3.9241
N 0.3220 1.1567 4.3500
C -0.9818 0.4791 4.0816
C -1.1010 -0.0393 2.6038
H -0.3812 3.1352 4.0114
H 1.3745 2.9240 3.5154
H 0.7159 2.4860 1.2617
H -1.0239 2.4296 1.7118
H 2.1129 0.2635 1.8494
H 1.0796 -1.1860 2.1351
H 2.3977 0.5880 4.0907
H 1.3518 -0.7421 4.5115
H 0.4276 1.3886 5.3534
H -1.7952 1.1571 4.3967
H -1.1213 -0.4205 4.7667
H -2.1736 0.1003 2.4334
H -0.8493 -1.1177 2.7519
*
```

Computed properties:
- HOMO-LUMO gap (alpha / beta): 5.54 / 4.73 eV
- <S²>: 6.120
- LUMO (alpha / beta): -6.22 / -7.54 eV